[1]
Computed, not measured: a molecular structure, C35H35GeN10O2Se2Y, with ωB97M-V with the def2-TZVPD basis set.

Values from the calculation:
Maximum force in eV/Å: 0.8
Total charge: +2
Lowest unoccupied orbital energy in eV: -5.8
Relative energy (zero: lowest compared OMol25 entry of this formula, charge and spin) in kcal/mol: 9.88

Geometry as XYZ:
```
86
Properties=species:S:1:pos:R:3:forces:R:3
Y 0.001495 -0.191890 0.684869 -0.0733 0.2592 0.5647
Se -2.688408 6.995124 2.514253 -0.1906 0.4459 0.1903
Se 0.886466 0.150806 -2.153413 0.3681 0.0580 -0.4975
Ge -1.534172 -0.246935 -4.312623 0.1725 0.1229 0.0619
O -2.212853 0.309360 2.012709 0.3509 -0.0319 -0.0895
O -1.760833 -3.884847 0.444081 -0.0310 0.0695 0.0743
N -3.286912 5.742190 1.440804 -0.2415 -0.3674 -0.3334
N -1.679975 -1.686723 1.134348 -0.2217 -0.3130 -0.0854
N 0.865969 2.150948 1.072001 -0.0912 0.0213 0.0176
N -1.424816 1.621678 -0.257892 -0.0725 0.0531 0.1627
N 3.088201 -1.439876 0.745260 0.7222 -0.1812 -0.2366
N 0.430813 0.328031 3.290088 0.0238 -0.3380 -0.1248
N 1.485646 -4.194371 -1.678261 -0.0242 0.0483 0.0430
N -1.127375 6.222680 2.741946 0.4707 -0.2039 0.0993
N 1.186340 -2.387394 -0.239488 0.0353 0.4684 0.2737
N 2.190819 -0.810861 1.564753 -0.5820 0.0565 0.0573
C -2.182648 -2.989020 1.136261 -0.0314 -0.1175 -0.0923
C 2.567800 -2.229576 -0.138046 -0.2562 0.1638 0.1891
C 3.658408 -4.925126 -2.473195 -0.1104 -0.0024 -0.0381
C -0.403185 0.893793 4.159765 -0.0406 0.1267 -0.0572
C -3.345816 -3.094783 2.107882 -0.0267 0.0488 0.0594
C -0.649608 -0.828930 -5.960573 -0.1730 0.0885 0.1681
C 2.506339 -0.753875 2.799856 0.1572 -0.1285 -0.1189
C -1.677678 -1.794597 -3.090046 0.0226 0.1881 -0.1901
C 2.870747 -4.054159 -1.728010 0.3153 0.1716 0.0861
C 5.025565 -4.746169 -2.486200 -0.0603 -0.0428 -0.0315
C -3.613345 2.219576 -1.016869 -0.0398 0.0370 -0.0146
C 5.612759 -3.702536 -1.769089 0.0584 0.0386 0.0336
C -0.130474 1.000750 5.518405 0.1278 -0.0309 0.0221
C 0.723820 -3.357420 -0.981823 -0.0304 -0.0497 -0.1027
C -0.281826 1.057803 -3.416856 -0.2599 -0.1752 0.0115
C 1.952851 -0.072728 5.103545 0.0808 -0.0395 -0.1700
C -3.263102 0.643583 -4.613426 0.2375 -0.1638 0.0037
C -3.588605 3.371770 -0.264353 0.0513 -0.0474 0.0436
C 1.604278 -0.136232 3.762295 -0.2258 0.1452 0.3004
C 1.216306 4.463649 2.581348 -0.0888 0.0180 -0.0318
C -1.129931 5.116536 2.038298 -0.3807 0.2495 -0.0247
C -0.005871 4.210172 1.955264 0.2259 -0.3668 -0.1386
C -3.561632 -1.664286 2.597844 -0.0075 -0.0360 0.0550
C 2.173815 1.585823 -1.871900 0.0133 -0.0363 -0.0266
C -2.451521 3.657437 0.496169 0.0764 -0.3331 -0.2376
C -2.338546 4.847444 1.310817 0.1752 0.3123 0.2574
C -2.516012 1.368859 -0.968954 0.0293 -0.0864 -0.0358
C 2.031170 2.434394 1.645969 0.0501 -0.0085 -0.0592
C -2.454808 -0.903057 1.917100 -0.1957 -0.0868 -0.0228
C -0.141183 3.040471 1.193028 0.2402 0.2089 0.1725
C -1.375842 2.761543 0.458691 -0.3526 0.0801 -0.1212
C 1.063488 0.497555 6.001677 -0.1202 0.0789 0.0356
C 3.445479 -3.015376 -0.990491 -0.0715 -0.2989 -0.1096
C 2.253792 3.575498 2.405240 0.0085 0.0278 0.0093
C 4.832786 -2.848101 -1.021636 -0.0126 0.0304 -0.0287
H -0.854929 1.463326 6.173376 0.0044 -0.0001 0.0040
H -0.724345 -2.325738 -3.112345 -0.0271 -0.0235 -0.0034
H 2.984769 1.183532 -1.266588 0.0175 0.0255 -0.0052
H 1.699904 2.420821 -1.367817 -0.0186 0.0389 -0.0074
H -2.456099 -2.477292 -3.429866 -0.0094 -0.0086 0.0242
H -1.897441 -1.513938 -2.056443 -0.0257 -0.0628 -0.0117
H 5.642915 -5.427701 -3.055570 0.0131 0.0262 -0.0043
H 3.435967 -1.192409 3.155084 0.0448 0.0005 -0.0933
H -3.755345 0.180542 -5.468508 -0.0233 -0.0035 0.0198
H 0.368497 -1.156532 -5.748563 -0.0084 -0.0124 0.0253
H 6.686385 -3.576768 -1.788338 -0.0076 0.0079 -0.0062
H -1.196453 -1.659397 -6.406935 0.0109 -0.0051 0.0034
H -0.606259 -0.021977 -6.691601 -0.0125 0.0190 0.0298
H 3.192445 -5.729125 -3.029970 0.0467 -0.0121 -0.0043
H -0.345548 -3.510976 -1.019254 -0.0346 -0.0476 0.0382
H 2.902598 -0.471091 5.435200 -0.0049 -0.0062 -0.0146
H 1.055263 -4.952893 -2.183724 -0.0966 -0.0101 0.0033
H 2.555217 1.893130 -2.841685 0.0344 -0.0488 -0.0076
H -4.528040 -1.246299 2.316968 0.0134 0.0475 -0.0032
H 0.377451 1.488486 -4.170172 0.0210 -0.0354 -0.0095
H -4.425619 4.057126 -0.245006 0.0154 0.0209 -0.0070
H 3.225164 3.751634 2.845063 0.0029 -0.0088 -0.0113
H -3.129267 1.701730 -4.836982 0.0418 -0.0066 0.0062
H 1.325068 5.364249 3.171779 0.0193 -0.0057 -0.0009
H -4.207860 -3.524174 1.601246 0.0185 -0.0145 -0.0241
H 2.827175 1.716767 1.491758 -0.0049 -0.0062 0.0349
H 5.274549 -2.047603 -0.445247 0.0039 -0.0214 0.0184
H -2.520777 0.439098 -1.529131 -0.0167 0.0527 0.0382
H -4.464762 1.967472 -1.633186 -0.0052 -0.0088 0.0254
H -3.925251 0.547519 -3.752592 0.0259 -0.0142 0.0072
H 1.300832 0.546059 7.055875 0.0115 0.0124 -0.0085
H -3.068510 -3.780610 2.908283 0.0035 -0.0233 -0.0241
H -1.332430 1.268372 3.754094 -0.0107 -0.0387 -0.0023
H -0.801724 1.866951 -2.908306 -0.0170 0.0095 0.0019
H -3.461717 -1.550890 3.677708 -0.0271 0.0321 -0.0039
```
Forces are in eV/Å.

Table of Mulliken atomic charges, one value per atom, all in e:
1 Y 0.19
2 Se 0.35
3 Se 0.58
4 Ge 0.65
5 O -0.36
6 O -0.63
7 N -0.86
8 N 0.44
9 N 0.82
10 N 0.98
11 N -1.40
12 N 0.63
13 N 0.14
14 N -0.86
15 N 0.13
16 N 1.05
17 C 0.02
18 C 0.20
19 C -0.97
20 C -0.35
21 C -0.59
22 C -1.22
23 C -0.71
24 C -1.12
25 C 0.20
26 C -0.46
27 C -1.38
28 C -0.86
29 C -1.08
30 C -1.23
31 C -1.23
32 C -1.03
33 C -1.19
34 C -1.03
35 C 0.95
36 C -0.72
37 C 0.76
38 C 0.72
39 C -0.55
40 C -1.01
41 C 0.70
42 C 0.89
43 C -0.22
44 C -0.73
45 C 0.42
46 C -0.28
47 C -0.24
48 C -0.47
49 C 0.87
50 C -1.08
51 C -0.47
52 H 0.47
53 H 0.18
54 H 0.26
55 H 0.19
56 H 0.57
57 H 0.20
58 H 0.43
59 H 0.39
60 H 0.43
61 H 0.34
62 H 0.43
63 H 0.40
64 H 0.38
65 H 0.43
66 H 0.87
67 H 0.50
68 H 0.31
69 H 0.50
70 H 0.28
71 H 0.57
72 H 0.57
73 H 0.50
74 H 0.39
75 H 0.60
76 H 0.34
77 H 0.45
78 H 0.48
79 H 0.11
80 H 0.53
81 H 0.30
82 H 0.47
83 H 0.30
84 H 0.69
85 H 0.44
86 H 0.28

=====

[2]
Computed, not measured: a gas-phase ion, C4H7N2 (charge +1), with ωB97M-V with the def2-TZVPD basis set.

Values from the calculation:
Maximum force in eV/Å: 2.9
Total charge: +1
Lowest unoccupied orbital energy (spin up / spin down) in eV: -3.5 / -6.7
Relative energy (zero: lowest compared OMol25 entry of this formula, charge and spin) in kcal/mol: 76.82
Spin multiplicity: 3

Geometry as XYZ:
```
13
Properties=species:S:1:pos:R:3:forces:R:3
N 0.090495 1.113506 0.906826 -0.9469 1.7065 1.1699
N -0.428738 -1.655704 -1.218740 1.0722 0.0419 1.2424
C 0.705718 0.246030 -0.042626 -0.3063 -2.1397 -1.7120
C 0.437219 -0.269573 1.316454 2.3201 1.6863 -0.0616
C -1.461921 -1.037651 -0.631995 -1.9943 0.7389 0.4109
C -0.293563 -0.208411 -1.109478 -0.4310 -0.9267 1.1308
H 0.725027 1.888519 1.032223 -0.2420 0.4432 1.2194
H -0.898198 1.376122 0.882371 0.1738 -0.1789 -0.3989
H -0.306892 -2.214362 -2.027953 -0.3543 -0.3656 -1.0173
H 1.213159 -0.262009 2.098202 -0.7387 -0.8046 -0.0882
H 1.742006 0.599138 -0.245615 -0.8007 -0.6484 -0.2393
H -0.416519 0.425055 -1.968370 0.0860 0.1771 -0.3305
H -2.407296 -1.214547 0.011822 2.1620 0.2702 -1.3258
```
Forces are in eV/Å.

Table of Mulliken atomic charges, one value per atom, all in e:
1 N -0.17
2 N -0.33
3 C 0.17
4 C -0.26
5 C -0.40
6 C -0.36
7 H 0.31
8 H 0.32
9 H 0.23
10 H 0.29
11 H 0.41
12 H 0.47
13 H 0.32

=====

[3]
Computed, not measured: a molecular structure, C27H32F3N5OPReS, with ωB97M-V with the def2-TZVPD basis set.

Values from the calculation:
Maximum force in eV/Å: 0.4
Total charge: +3
Lowest unoccupied orbital energy (spin up / spin down) in eV: -10.9 / -10.7
Relative energy (zero: lowest compared OMol25 entry of this formula, charge and spin) in kcal/mol: 9.64
Spin multiplicity: 2

Geometry as XYZ:
```
71
Properties=species:S:1:pos:R:3:forces:R:3
Re -0.739916 0.076569 -1.043484 -0.0870 0.0883 -0.3346
S -0.680624 2.110306 -2.046288 0.0315 -0.2429 0.0339
P -0.098857 -2.240098 -1.445628 -0.0902 0.2159 -0.0512
F -7.267686 -0.924342 5.516506 0.0233 0.0273 0.0053
F -7.113147 1.236554 5.580434 0.0176 -0.0294 0.0005
F -5.820576 0.020598 6.824746 -0.0172 0.0007 -0.0304
O 1.099573 0.211073 -0.483463 0.3748 0.1335 0.1684
N -0.610457 -4.759377 -2.429079 -0.0122 -0.0165 0.0020
N 1.604463 2.504745 -0.492355 -0.0330 0.0681 0.0394
N 0.671957 4.306615 -1.496951 0.0414 0.0246 -0.0322
N 1.716914 -4.063409 -2.281810 0.0140 0.0049 0.0315
N 0.504029 -4.605833 -0.263482 -0.0175 0.0421 -0.0563
C 4.981567 1.725207 1.825321 -0.0067 -0.0178 -0.0024
C 3.265408 -0.338060 1.093917 0.0039 -0.0125 -0.0150
C -3.156488 -0.059565 3.719483 0.0207 0.0097 0.0393
C 2.994123 0.973395 0.687744 0.0059 0.0698 0.0229
C 1.802988 -4.642195 -0.940514 0.0165 0.0104 0.0078
C 3.076023 4.998946 -1.692002 0.0230 0.0074 0.0119
C -1.191555 -3.374195 -2.417278 0.0360 -0.0619 -0.0216
C -0.323029 5.012595 -2.336675 -0.0020 -0.0496 0.0571
C -5.909949 0.116688 3.195719 0.0322 -0.0062 -0.0354
C -5.410044 0.059442 4.499493 -0.0401 0.0085 0.0144
C 4.382359 -0.611811 1.857795 0.0024 0.0013 -0.0073
C -3.643393 -0.006751 2.391447 -0.0089 0.0177 -0.0532
C -6.418381 0.098994 5.639312 -0.0157 -0.0009 0.0277
C 0.084179 -3.253734 0.089225 0.0179 -0.0802 -0.0170
C -5.037285 0.083870 2.137773 -0.0169 -0.0042 0.0192
C -0.470590 -5.333391 -0.999587 -0.0332 0.0058 -0.0498
C 1.508406 -2.621491 -2.277462 0.0184 0.0709 0.0102
C 0.647643 3.020240 -1.274377 0.0016 0.1128 -0.0093
C 0.791041 -4.776491 -3.085256 -0.0698 -0.0606 -0.0115
C 5.241774 0.419681 2.222433 0.0069 0.0130 0.0119
C 1.771267 5.140246 -0.926200 -0.0755 -0.0321 0.0002
C 3.863274 2.004228 1.062632 0.0080 -0.0086 0.0031
C -2.759687 -0.017374 1.332343 -0.0957 0.0733 -0.0290
C 0.106746 5.112291 -3.790514 -0.0199 0.0221 -0.0152
C -1.990343 -0.030993 0.345079 -0.1537 -0.1491 0.3498
C 1.823383 1.288331 -0.127698 -0.0168 -0.2821 -0.1516
C -4.045981 -0.026465 4.767715 0.0321 -0.0012 -0.0199
H -5.394080 0.133624 1.118327 -0.0095 -0.0045 0.0021
H 3.654336 3.017344 0.751228 -0.0065 0.0001 -0.0041
H 5.652747 2.522709 2.111728 0.0012 0.0020 0.0033
H -1.230969 -5.369458 -2.968061 0.0071 -0.0120 0.0057
H 4.593589 -1.624354 2.173065 -0.0001 -0.0025 0.0042
H 1.053931 5.637641 -3.894549 -0.0051 0.0115 0.0064
H -0.863868 -3.272085 0.629836 0.0066 -0.0076 0.0007
H -1.280261 4.502717 -2.237409 -0.0042 0.0262 -0.0189
H -1.455937 -5.284728 -0.537726 0.0087 -0.0080 0.0086
H 2.316157 -2.120719 -1.740959 -0.0023 -0.0146 0.0079
H 2.535515 -4.092731 -0.352221 0.0046 -0.0059 -0.0049
H 0.827394 -2.784287 0.735533 -0.0006 -0.0229 0.0109
H -0.169838 -6.372706 -1.128560 0.0075 0.0026 0.0317
H 1.888140 4.855802 0.116820 0.0084 -0.0076 -0.0117
H -3.698270 -0.061980 5.790237 0.0002 -0.0053 0.0008
H 2.989206 5.356859 -2.715763 -0.0142 -0.0041 -0.0019
H 2.130996 -5.678192 -1.023404 0.0001 0.0014 0.0101
H -6.976681 0.187485 3.030508 -0.0020 0.0039 -0.0024
H 1.404435 6.162885 -0.958138 0.0369 0.0141 0.0047
H -0.445807 5.996565 -1.889444 0.0068 0.0105 -0.0290
H 3.836912 5.600766 -1.195837 0.0000 0.0091 -0.0076
H -2.091520 -0.119452 3.897484 -0.0009 0.0010 0.0077
H 0.201159 4.127527 -4.249249 0.0121 -0.0082 0.0075
H 6.117502 0.203798 2.819712 0.0007 -0.0030 0.0001
H 1.067024 -5.827933 -3.162050 0.0190 0.0129 -0.0162
H -2.192582 -3.418082 -1.986070 0.0130 0.0102 0.0223
H -0.645719 5.673070 -4.343057 -0.0049 -0.0099 -0.0075
H 3.418064 3.965281 -1.708117 0.0035 -0.0067 0.0107
H 0.683642 -4.344213 -4.079298 0.0215 -0.0023 0.0009
H 1.501195 -2.236825 -3.299086 0.0070 0.0107 0.0079
H -1.276062 -3.030472 -3.449704 -0.0128 0.0285 0.0192
H 2.600523 -1.140892 0.805210 -0.0180 0.0077 0.0169
```
Forces are in eV/Å.

Table of Mulliken atomic charges, one value per atom, all in e:
1 Re 1.04
2 S -0.31
3 P 1.07
4 F -0.22
5 F -0.22
6 F -0.25
7 O -0.79
8 N -0.04
9 N -0.20
10 N 0.07
11 N 0.16
12 N 0.18
13 C -0.81
14 C 0.16
15 C -0.58
16 C 0.49
17 C -0.93
18 C -1.02
19 C -0.95
20 C -0.92
21 C -0.85
22 C 0.40
23 C -0.85
24 C 0.42
25 C 0.75
26 C -0.81
27 C -0.59
28 C -0.78
29 C -0.91
30 C 0.53
31 C -0.77
32 C -0.45
33 C -0.65
34 C -0.31
35 C 2.20
36 C -0.86
37 C -1.86
38 C 0.20
39 C -0.64
40 H 0.47
41 H 0.37
42 H 0.45
43 H 0.35
44 H 0.45
45 H 0.28
46 H 0.48
47 H 0.53
48 H 0.38
49 H 0.39
50 H 0.41
51 H 0.37
52 H 0.38
53 H 0.44
54 H 0.54
55 H 0.33
56 H 0.31
57 H 0.45
58 H 0.41
59 H 0.38
60 H 0.36
61 H 0.49
62 H 0.27
63 H 0.43
64 H 0.38
65 H 0.47
66 H 0.39
67 H 0.28
68 H 0.39
69 H 0.54
70 H 0.50
71 H 0.23